Below is a structure of composition C20H50NO2P2PbSi4, with properties calculated with ωB97M-V/def2-TZVPD.

```
80
C20H50NO2P2PbSi4 (ωB97M-V/def2-TZVPD)
H 1.92895 3.20581 1.27586
O -4.07838 -0.75402 0.78767
H 0.06343 2.13537 3.98232
H 4.72265 -2.52201 -2.42752
H 3.98297 -2.34825 2.69634
C -2.25797 3.58933 -3.22127
Pb -0.80794 0.17303 0.11617
H -2.70957 5.67837 -2.99737
H -2.67248 5.58124 -0.48895
C 2.11802 -0.30912 -2.82317
H -2.28968 3.56393 -4.31365
H -4.14658 -1.23073 1.63602
C -3.92738 -0.38077 -2.31784
C 1.49951 -3.36762 -2.34168
Si 2.42525 -1.83362 -1.72876
C 1.76756 -4.26129 1.96605
H -2.17827 4.45067 1.51247
H -0.40363 3.84773 3.80777
Si 1.65867 -1.34205 0.46606
H 2.45146 -0.49041 -3.85816
C -2.49059 4.75350 -2.48371
H 0.90220 4.67867 1.47713
H -0.74513 -1.59854 -3.92985
O -4.96335 1.59820 1.99532
C 4.48080 -1.48928 2.22301
H 2.34513 -3.93995 2.84334
H 5.00930 -1.85157 1.33000
C -2.51346 4.68448 -1.11017
H 1.05621 -0.02073 -2.86496
H -1.85328 -2.63872 -2.92964
C -0.35951 -2.35110 3.15458
C 3.94545 1.18053 0.62527
H 4.41684 -2.95987 -0.72586
C -1.74918 -1.70346 -3.49750
H 2.02886 1.61095 3.14754
H -4.37592 0.49352 -1.81515
H -0.81736 1.11843 -3.81440
C -0.62166 2.82735 3.47238
H 1.30476 -5.23045 2.20068
H 2.02298 -3.81684 -3.19915
Si 3.23189 -0.13913 1.78700
H -1.44460 -3.03792 -0.14541
C -2.02026 2.41720 -2.52997
H -1.65297 2.57863 3.77193
H 1.58234 -0.02900 3.67204
C -1.80875 1.17490 -3.33693
H 0.37359 -1.81359 3.77157
H 2.67533 0.55983 -2.44426
H 3.18678 1.90968 0.30860
H 5.23116 -1.09518 2.92704
H 4.76524 1.73062 1.11734
H -3.02956 -0.63716 0.63280
H 4.35631 0.72414 -0.28513
C -0.89254 -3.78240 0.44472
C 4.26873 -2.17498 -1.48436
P -0.43308 2.63241 1.63150
Si 0.41903 -3.01148 1.56544
C 2.41551 0.60023 3.32716
H -4.62126 2.50926 1.80164
H 1.44903 -4.12818 -1.54972
H -4.31217 -0.39450 -3.35283
H -1.20133 -1.67013 2.95661
H 2.45660 -4.39912 1.11965
H -4.39891 0.15659 0.95781
C -1.70592 3.64552 0.93453
H -2.50723 1.16847 -4.17767
P -2.10985 -0.36404 -2.34061
H -0.75343 -3.18923 3.75286
H 0.86414 3.76292 -0.04618
H 4.81388 -1.27525 -1.15963
H -4.27719 -1.29701 -1.81776
N -1.91488 2.36039 -1.19144
H -1.62459 -4.33642 1.05269
C -2.13478 3.50481 -0.44062
H -0.43828 -4.50274 -0.25318
C 0.96907 3.67158 1.04291
H 0.47192 -3.14281 -2.65990
H -2.48196 -1.71936 -4.31053
H 3.13913 0.67790 4.15624
H -5.07581 1.62387 2.96681
```

Properties
Max |F|, hartree/bohr: 0.0439
2S+1: 1
Charge: +1
Electronic energy, a.u.: -3030.5948
HOMO, eV: -8.3